The following is a DFT calculation (the ωB97M-V functional and the def2-TZVPD basis) of C55H49AsBrF4IrN2O3P2 as an isolated structure in a non-equilibrium geometry.

```
118
C55H49AsBrF4IrN2O3P2, DFT the ωB97M-V functional and the def2-TZVPD basis
Ir -1.4837 -0.5763 -1.2445
C -4.0001 2.0440 1.5489
C -3.6999 1.4420 0.2149
O -2.5355 1.1952 -0.1251
N -4.7260 1.2138 -0.6089
C -4.4856 0.6629 -1.9244
C -4.5367 -0.8339 -1.9072
C -5.7438 -1.5074 -1.8051
C -5.7560 -2.8892 -1.8017
C -4.5518 -3.5633 -1.9256
C -3.3907 -2.8258 -2.0127
N -3.3728 -1.4825 -1.9880
H -3.3590 2.9128 1.6919
H -3.7306 1.3252 2.3249
H -5.0441 2.3349 1.6514
H -5.6682 1.3428 -0.2856
H -3.4887 0.9675 -2.2303
H -5.2126 1.0698 -2.6243
H -6.6695 -0.9466 -1.7455
H -6.6896 -3.4324 -1.7178
H -4.5093 -4.6440 -1.9498
H -2.4334 -3.3147 -2.1059
F 2.1872 1.1087 -7.2872
C 1.6515 0.3852 -6.3222
C 2.4374 -0.4546 -5.5703
F 3.7315 -0.5559 -5.8294
C 1.8711 -1.2053 -4.5577
F 2.6853 -2.0517 -3.9253
C 0.5255 -1.1198 -4.2276
P -0.2351 -2.0202 -2.7971
C -0.4389 -3.6213 -3.6718
C -1.5770 -3.8345 -4.4509
C -1.6761 -4.9656 -5.2474
C -0.6500 -5.8987 -5.2581
C 0.4729 -5.6998 -4.4635
C 0.5862 -4.5645 -3.6734
C 1.0603 -2.4223 -1.5694
C 2.2299 -1.7137 -1.3361
C 3.0905 -2.1060 -0.3201
C 2.7694 -3.1756 0.5010
C 1.5769 -3.8591 0.3056
C 0.7313 -3.4858 -0.7261
C -0.2644 -0.3075 -5.0560
Br -2.1371 -0.1844 -4.8770
C 0.2934 0.4352 -6.0797
F -0.4567 1.2152 -6.8455
H -2.3885 -3.1165 -4.4425
H -2.5559 -5.1179 -5.8605
H -0.7237 -6.7805 -5.8812
H 1.2716 -6.4311 -4.4573
H 1.4752 -4.4185 -3.0748
H 2.4880 -0.8612 -1.9527
H 4.0280 -1.5815 -0.1767
H 3.4435 -3.4752 1.2945
H 1.3054 -4.6876 0.9487
H -0.1958 -4.0300 -0.8802
C -0.4681 1.1195 -2.2037
H 0.2794 0.7170 -2.8776
H -1.2236 1.6550 -2.7839
C 1.9131 0.6734 0.9335
C 2.4896 1.9499 1.5223
As 4.1506 1.5129 2.5169
C 3.2811 0.2683 3.7523
C 3.6811 -1.0649 3.7564
C 3.0652 -1.9871 4.5975
C 2.0471 -1.5773 5.4466
C 1.6356 -0.2481 5.4441
C 2.2449 0.6687 4.5975
C 4.1634 3.0932 3.6620
C 4.5809 2.9858 4.9873
C 4.5810 4.0990 5.8181
C 4.1840 5.3366 5.3253
C 3.8003 5.4584 3.9981
C 3.7943 4.3419 3.1684
P 0.1784 0.7644 0.3049
C 0.2215 2.0392 -1.1814
C 1.6341 2.3057 -1.5778
C 2.1492 3.5583 -1.6928
C 1.3548 4.7004 -1.4532
C 0.0042 4.5307 -1.0792
C -0.5450 3.2944 -0.9400
C -0.5933 1.4505 1.8277
C -0.6710 2.8074 2.1480
C -1.1790 3.2122 3.3774
C -1.6034 2.2725 4.3078
C -1.5009 0.9211 4.0098
C -0.9935 0.5116 2.7821
H 1.8649 -0.1137 1.6920
H 2.5442 0.2963 0.1319
H 1.8120 2.4267 2.2263
H 2.7305 2.6644 0.7388
H 4.4864 -1.3822 3.1028
H 3.3877 -3.0222 4.5974
H 1.5776 -2.2894 6.1153
H 0.8444 0.0785 6.1098
H 1.9169 1.7029 4.6014
H 4.8967 2.0255 5.3772
H 4.8920 3.9993 6.8513
H 4.1821 6.2047 5.9740
H 3.5081 6.4248 3.6032
H 3.4964 4.4492 2.1310
H 2.2601 1.4471 -1.8076
H 3.1843 3.6824 -1.9896
H 1.7678 5.6907 -1.5908
H -0.6175 5.4048 -0.9205
H -1.5940 3.1866 -0.6994
H -0.3204 3.5524 1.4470
H -1.2253 4.2696 3.6124
H -1.9904 2.5930 5.2678
H -1.8038 0.1796 4.7407
H -0.8899 -0.5453 2.5715
C -3.6212 -2.0812 2.1167
O -3.2286 -1.5152 0.8512
C -1.9025 -1.6694 0.5028
O -1.1490 -2.2738 1.2179
H -4.5674 -1.6130 2.3749
H -2.8700 -1.8786 2.8747
H -3.7530 -3.1578 2.0215
```

For the energy above the lowest of the compared OMol25 structures with the same formula, charge and spin, the calculation gives 84.7 kcal/mol. Its spin multiplicity is 2. The LUMO energy (alpha / beta) comes out at -2.93 / -2.93 eV. The calculation puts the total energy at -230112.9351 eV. The molecular weight is 1270.99 g mol⁻¹. As for the charge: +1.

Atom charges from the Löwdin analysis, given in e for atoms 1 to 6:
1 Ir 1.014
2 C 0.052
3 C -0.467
4 O -0.118
5 N 0.117
6 C -0.107